(1)
Here is a structure of composition C26H27Cl2N3O6Pb from the OMol25 dataset. Energies are from wB97M-V/def2-TZVPD.

The geometry in XYZ format:
```
65
Properties=species:S:1:pos:R:3:lowdin_charge:R:1
Pb 0.11 0.30 -0.10 1.603
C -1.21 -2.02 3.07 -0.036
C -0.48 -0.70 3.05 -0.310
C 0.91 -0.67 3.00 -0.056
C 1.61 0.53 2.94 -0.299
C 3.11 0.55 2.86 -0.034
C 0.88 1.72 2.94 -0.044
C -0.51 1.72 2.99 -0.299
C -1.27 3.02 2.96 -0.043
C -1.18 0.50 3.05 -0.059
H -2.19 -1.93 2.59 0.070
H -1.39 -2.35 4.10 0.088
H -0.65 -2.80 2.56 0.081
H 1.46 -1.60 2.95 0.125
H 3.46 1.45 2.36 0.072
H 3.47 -0.31 2.29 0.080
H 3.55 0.50 3.86 0.087
H 1.41 2.66 2.87 0.124
H -1.07 3.61 3.86 0.085
H -2.35 2.84 2.91 0.074
H -0.99 3.63 2.10 0.082
H -2.26 0.49 3.06 0.120
Cl 0.75 -6.57 -3.73 0.659
C 0.44 -4.98 -3.10 -0.672
C -0.71 -4.29 -3.50 -0.112
C -0.96 -3.04 -3.01 -0.565
Cl -2.39 -2.20 -3.52 0.743
C -0.10 -2.39 -2.09 -0.376
O -0.40 -1.21 -1.67 -0.268
C 1.06 -3.12 -1.70 -0.125
C 2.03 -2.61 -0.77 -0.188
O 2.01 -1.54 -0.16 -0.097
C 1.31 -4.40 -2.22 -0.071
H -1.40 -4.75 -4.20 0.110
H 2.89 -3.28 -0.61 0.131
H 2.20 -4.93 -1.91 0.113
O -0.20 2.19 -3.75 0.052
N -0.87 1.94 -2.77 -0.551
O -2.06 1.68 -2.79 0.026
O -0.26 1.99 -1.60 -0.286
C 4.34 2.30 -1.51 -0.153
C 3.45 3.54 -1.41 -0.145
C 2.40 3.13 -0.37 -0.185
O 2.45 1.69 -0.28 -0.294
C 3.34 1.18 -1.29 -0.198
H 5.09 2.29 -0.71 0.116
H 4.85 2.22 -2.46 0.116
H 2.96 3.73 -2.37 0.119
H 3.99 4.43 -1.12 0.112
H 1.40 3.43 -0.65 0.101
H 2.64 3.52 0.63 0.113
H 2.78 0.97 -2.21 0.131
H 3.77 0.26 -0.91 0.113
N -5.69 -3.37 -0.82 0.170
C -5.20 -2.35 -0.67 -0.181
C -4.57 -1.07 -0.48 -0.200
C -5.31 0.11 -0.49 0.006
C -4.64 1.31 -0.30 -0.025
C -3.26 1.28 -0.12 -0.129
N -2.56 0.14 -0.10 0.003
C -3.20 -1.00 -0.28 -0.099
H -6.38 0.09 -0.65 0.127
H -5.16 2.25 -0.32 0.114
H -2.70 2.19 0.00 0.113
H -2.60 -1.90 -0.30 0.121
```

spin multiplicity = 1
frontier orbital gap = 0.2947 Ha
max |F| = 0.204 eV/Å

---

(2)
Here is the molecule C26H27ClN2O5 from the OMol25 dataset. Energies are from wB97M-V/def2-TZVPD.

The geometry in XYZ format:
```
61
Properties=species:S:1:pos:R:3:lowdin_charge:R:1
C -1.06 -3.35 -2.02 -0.079
H -1.59 -3.42 -2.97 0.094
O -0.20 -2.24 -2.15 -0.083
C 0.82 -2.08 -1.25 -0.218
C 1.99 -1.51 -1.75 -0.001
C 3.06 -1.22 -0.93 -0.043
C 3.00 -1.53 0.41 -0.233
C 1.86 -2.14 0.92 0.017
C 0.75 -2.38 0.12 -0.193
O -0.44 -2.86 0.61 -0.101
C -0.62 -2.87 2.01 -0.070
H -0.02 -3.65 2.49 0.095
H -0.37 -1.90 2.44 0.082
H -1.67 -3.08 2.17 0.096
H 1.82 -2.38 1.97 0.117
C 4.11 -1.13 1.36 -0.112
H 4.96 -0.76 0.78 0.108
H 4.44 -1.98 1.95 0.119
C 3.60 -0.03 2.32 -0.124
N 2.90 1.01 1.61 -0.029
C 1.56 0.99 1.45 -0.398
O 0.77 0.26 2.01 0.070
C 1.19 2.10 0.48 -0.063
H 0.71 2.92 1.02 0.176
C 0.40 1.69 -0.77 -0.086
C -1.02 2.21 -0.76 -0.447
O -1.46 3.05 -1.52 0.088
N -1.75 1.61 0.21 0.075
H -1.31 0.93 0.80 0.139
C -3.16 1.86 0.39 -0.148
C -4.02 0.68 0.02 -0.213
C -3.55 -0.34 -0.79 -0.019
C -4.37 -1.40 -1.14 -0.078
C -5.67 -1.46 -0.68 -0.084
C -6.16 -0.45 0.12 -0.110
C -5.34 0.61 0.46 -0.609
Cl -5.99 1.87 1.46 0.704
H -7.18 -0.48 0.48 0.102
H -6.31 -2.29 -0.95 0.104
H -3.98 -2.18 -1.78 0.094
H -2.54 -0.30 -1.16 0.111
H -3.35 2.14 1.44 0.106
H -3.41 2.72 -0.24 0.136
H 0.39 0.60 -0.86 0.150
C 1.37 2.23 -1.87 -0.214
C 1.52 3.72 -1.72 0.013
C 2.31 3.91 -0.66 0.033
H 2.64 4.81 -0.19 0.113
C 2.56 2.51 -0.14 -0.372
C 3.60 2.04 0.85 -0.015
H 4.46 1.62 0.33 0.138
H 3.93 2.84 1.52 0.139
O 2.60 1.75 -1.35 -0.018
H 1.03 4.44 -2.34 0.114
H 1.18 1.84 -2.87 0.163
H 4.44 0.41 2.87 0.127
H 2.89 -0.46 3.02 0.124
H 3.93 -0.73 -1.35 0.114
H 2.02 -1.27 -2.80 0.125
H -0.50 -4.27 -1.85 0.102
H -1.77 -3.22 -1.20 0.072
```

spin multiplicity = 1
frontier orbital gap = 0.3216 Ha
structure (SMILES) = COc1ccc(CCN2C[C@@]34C=C[C@@H](O3)[C@H](C(=O)NCc3ccccc3Cl)[C@H]4C2=O)cc1OC
max |F| = 0.676 eV/Å

---

(3)
Here is a structure of composition C26H27CrF3N4O4SSi from the OMol25 dataset. Energies are from wB97M-V/def2-TZVPD.

The geometry in XYZ format:
```
67
Properties=species:S:1:pos:R:3:lowdin_charge:R:1
Cr -0.04 -0.16 0.24 0.786
S -3.46 6.63 0.60 1.061
N -3.00 5.68 1.82 -0.202
C -2.35 4.65 1.29 -0.296
C -1.73 3.56 2.02 -0.068
C -1.71 3.47 3.41 0.036
C -1.05 2.41 4.00 0.006
C -0.43 1.47 3.18 -0.073
N -0.45 1.54 1.86 0.085
C -1.11 2.56 1.29 -0.124
C -1.09 2.59 -0.19 -0.103
N -0.51 1.56 -0.81 0.023
C -0.34 1.61 -2.13 -0.108
C -0.80 2.67 -2.90 -0.001
C -1.47 3.70 -2.28 0.045
C -1.62 3.67 -0.89 -0.064
C -2.28 4.72 -0.13 -0.300
N -2.87 5.78 -0.64 -0.204
H -2.19 4.24 4.00 0.130
H -1.01 2.31 5.07 0.121
H 0.11 0.63 3.61 0.094
H 0.16 0.77 -2.59 0.113
H -0.64 2.66 -3.97 0.125
H -1.86 4.54 -2.84 0.132
C 2.08 -0.90 3.55 -0.071
O 1.91 0.05 2.51 -0.241
C 3.07 0.17 1.71 -0.183
C 2.71 0.99 0.51 -0.136
O 1.94 0.23 -0.45 -0.295
C 2.78 -0.60 -1.29 -0.014
H 2.91 -0.62 4.20 0.105
H 2.25 -1.90 3.14 0.102
H 1.16 -0.91 4.14 0.080
H 3.43 -0.82 1.40 0.135
H 3.88 0.66 2.26 0.146
H 3.60 1.37 0.01 0.139
H 2.08 1.83 0.81 0.132
H 3.57 0.03 -1.71 0.109
H 2.16 -1.00 -2.09 0.073
H 3.20 -1.43 -0.73 0.103
F -2.62 -3.06 2.79 0.188
C -1.40 -2.58 3.01 -0.557
F -1.44 -1.78 4.09 0.163
F -0.57 -3.58 3.26 0.189
C -0.92 -1.73 1.81 -0.556
O 0.22 -1.91 1.31 -0.044
O -1.67 -0.82 1.39 -0.028
C -2.13 -3.09 -0.60 -0.178
Si -1.09 -1.77 -1.40 0.642
C -2.19 -0.90 -2.65 -0.200
C 0.30 -2.63 -2.31 -0.310
C 0.55 -2.40 -3.67 -0.109
C 1.63 -2.99 -4.32 -0.077
C 2.47 -3.85 -3.62 -0.076
C 2.22 -4.11 -2.27 -0.078
C 1.15 -3.51 -1.63 -0.113
H -2.60 -3.66 -1.41 0.052
H -2.92 -2.69 0.04 0.040
H -1.53 -3.79 -0.02 0.043
H -2.83 -1.64 -3.13 0.047
H -1.64 -0.39 -3.44 0.010
H -2.84 -0.16 -2.17 0.038
H -0.10 -1.74 -4.24 0.092
H 1.80 -2.81 -5.37 0.107
H 3.31 -4.32 -4.12 0.107
H 2.87 -4.79 -1.73 0.108
H 0.99 -3.71 -0.58 0.102
```

net charge = +1
spin multiplicity = 4
frontier orbital gap (alpha / beta) = 0.2890 / 0.2505 Ha
max |F| = 0.798 eV/Å
expectation value of S² = 3.99

---

(4)
Here is a structure of composition C26H27CrN3O2S3 at a distorted geometry from the OMol25 dataset. Energies are from wB97M-V/def2-TZVPD.

The geometry in XYZ format:
```
62
Properties=species:S:1:pos:R:3:lowdin_charge:R:1
Cr -0.63 0.25 -0.44 0.178
C 0.54 -0.76 3.08 -0.107
N 1.23 -0.29 1.87 -0.177
C 2.07 -1.38 1.38 -0.167
C 2.49 -1.22 -0.05 -0.190
N 1.39 -1.34 -1.00 -0.177
C 1.90 -0.93 -2.33 -0.086
C 0.87 -2.70 -1.05 -0.266
C 1.68 -3.71 -1.58 -0.041
C 1.25 -5.02 -1.67 -0.105
C -0.03 -5.34 -1.22 -0.111
C -0.83 -4.35 -0.69 -0.129
C -0.41 -3.01 -0.58 -0.568
S -1.51 -1.87 0.21 0.638
C 1.95 0.94 2.06 -0.268
C 2.71 1.11 3.23 -0.051
C 3.43 2.27 3.48 -0.115
C 3.41 3.28 2.53 -0.116
C 2.67 3.13 1.37 -0.137
C 1.92 1.96 1.09 -0.565
S 1.07 1.96 -0.47 0.661
H 1.21 -1.24 3.79 0.081
H -0.23 -1.48 2.77 0.056
H 0.05 0.07 3.59 0.062
H 1.51 -2.31 1.49 0.122
H 2.97 -1.47 2.01 0.126
H 3.26 -1.97 -0.27 0.119
H 2.94 -0.24 -0.20 0.111
H 2.92 -1.32 -2.48 0.084
H 1.94 0.15 -2.37 0.051
H 1.26 -1.30 -3.12 0.082
H 2.67 -3.45 -1.94 0.105
H 1.90 -5.78 -2.10 0.090
H -0.40 -6.35 -1.30 0.092
H -1.83 -4.58 -0.35 0.089
H 2.73 0.31 3.95 0.102
H 4.00 2.37 4.40 0.089
H 3.96 4.20 2.70 0.092
H 2.65 3.92 0.63 0.086
O -0.84 -0.68 -4.43 0.041
C -1.26 -0.09 -3.45 -0.554
O -0.70 -0.17 -2.29 -0.243
C -2.49 0.78 -3.59 -0.132
C -3.03 0.87 -4.88 -0.038
C -4.15 1.63 -5.14 -0.108
C -4.75 2.33 -4.09 -0.114
C -4.22 2.25 -2.82 -0.150
C -3.08 1.48 -2.53 -0.551
S -2.58 1.51 -0.84 0.693
H -2.54 0.31 -5.66 0.109
H -4.56 1.69 -6.15 0.088
H -5.63 2.93 -4.27 0.090
H -4.69 2.79 -2.00 0.083
C -1.65 2.23 4.55 -0.093
C -2.14 2.52 3.14 -0.176
C -1.53 1.66 2.12 -0.141
N -1.08 1.01 1.31 -0.022
H -2.12 2.93 5.25 0.073
H -0.57 2.35 4.63 0.076
H -1.91 1.22 4.86 0.078
H -1.92 3.55 2.85 0.126
H -3.22 2.39 3.05 0.123
```

net charge = -1
spin multiplicity = 4
frontier orbital gap (alpha / beta) = 0.2416 / 0.2440 Ha
max |F| = 1.580 eV/Å
expectation value of S² = 3.81

---

(5)
Here is a structure of composition C26H27EuN2O12S2 at a distorted geometry from the OMol25 dataset. Energies are from wB97M-V/def2-TZVPD.

The geometry in XYZ format:
```
70
Properties=species:S:1:pos:R:3:lowdin_charge:R:1
Eu 9.22 12.64 12.58 2.053
O 6.74 16.19 12.33 0.051
C 7.24 15.10 12.26 -0.632
O 7.68 14.37 13.24 -0.207
C 7.34 14.39 10.85 -0.604
O 6.59 14.80 10.00 0.051
O 8.27 13.52 10.77 -0.215
O 7.44 11.00 13.53 -0.394
S 8.36 10.01 14.08 0.430
O 8.11 9.61 15.45 -0.314
O 9.70 10.50 13.90 -0.412
C 8.01 8.55 13.06 -0.177
C 7.21 7.57 13.64 -0.062
C 6.85 6.38 13.01 -0.092
C 7.31 6.19 11.76 -0.101
C 8.05 7.16 11.05 -0.067
C 8.40 8.32 11.70 -0.227
S 9.32 9.36 10.63 0.467
O 8.96 9.12 9.25 -0.335
O 10.72 8.98 10.95 -0.333
O 9.05 10.76 10.98 -0.461
H 7.02 7.71 14.68 0.091
H 6.24 5.61 13.48 0.098
H 7.05 5.24 11.22 0.113
H 8.31 7.05 10.04 0.094
C 9.78 16.55 13.92 -0.066
C 10.80 16.62 12.78 -0.347
C 10.38 16.13 11.41 -0.047
C 12.06 15.83 13.13 -0.142
C 13.31 16.44 13.04 -0.082
C 14.48 15.83 13.35 -0.131
C 14.41 14.52 13.85 -0.051
C 13.16 13.85 13.98 -0.184
C 13.15 12.48 14.62 -0.326
C 12.82 11.38 13.57 -0.058
C 12.11 12.43 15.81 -0.058
C 12.02 14.48 13.51 -0.340
O 10.90 13.77 13.46 -0.303
H 8.98 17.22 13.73 0.060
H 10.22 16.66 14.95 0.091
H 9.28 15.54 13.99 0.057
H 11.13 17.66 12.74 0.118
H 10.21 15.07 11.36 0.022
H 11.21 16.37 10.77 0.080
H 9.40 16.49 11.04 0.099
H 13.33 17.45 12.67 0.100
H 15.43 16.32 13.23 0.081
H 15.28 13.98 14.25 0.098
H 14.15 12.32 15.15 0.133
H 11.70 11.32 13.31 0.059
H 13.09 10.34 13.90 0.089
H 13.32 11.55 12.67 0.034
H 11.11 12.46 15.42 0.046
H 12.27 13.32 16.41 0.076
H 12.28 11.55 16.40 0.060
N 10.61 10.92 6.96 0.206
C 11.28 12.08 6.87 -0.485
O 11.72 12.59 5.83 0.010
C 11.69 12.71 8.18 -0.122
C 12.97 13.18 8.28 -0.006
C 13.48 13.50 9.55 -0.026
C 12.66 13.34 10.64 -0.120
N 11.43 12.89 10.50 0.078
C 10.90 12.61 9.31 -0.069
H 10.41 10.53 6.08 0.092
H 10.06 10.64 7.77 0.086
H 13.55 13.38 7.38 0.118
H 14.51 13.72 9.64 0.088
H 13.00 13.60 11.63 0.086
H 9.93 12.20 9.33 0.081
```

net charge = -2
spin multiplicity = 7
frontier orbital gap (alpha / beta) = 0.2689 / 0.2693 Ha
max |F| = 3.666 eV/Å
expectation value of S² = 12.01

---

(6)
Here is a structure of composition C26H27HfN12O2S3 from the OMol25 dataset. Energies are from wB97M-V/def2-TZVPD.

The geometry in XYZ format:
```
71
Properties=species:S:1:pos:R:3:lowdin_charge:R:1
Hf -0.23 0.31 0.37 1.234
O 1.01 1.83 4.17 0.145
C 0.49 1.11 3.37 -0.456
N -0.14 1.52 2.18 -0.054
C -0.82 2.72 2.27 -0.451
O -1.26 3.23 3.28 0.122
C -1.02 3.37 0.94 -0.182
C -1.55 4.64 0.85 0.028
C -1.65 5.24 -0.39 -0.019
C -1.22 4.53 -1.50 -0.028
C -0.72 3.25 -1.33 -0.136
N -0.63 2.66 -0.13 0.017
C 0.44 -0.38 3.54 -0.227
C 0.90 -0.98 4.69 0.031
C 0.79 -2.35 4.80 -0.023
C 0.21 -3.06 3.76 -0.028
C -0.20 -2.37 2.63 -0.148
N -0.09 -1.05 2.51 -0.028
H -1.85 5.13 1.77 0.130
H -2.05 6.24 -0.50 0.121
H -1.25 4.95 -2.49 0.115
H -0.37 2.67 -2.17 0.043
H 1.34 -0.36 5.46 0.131
H 1.14 -2.87 5.69 0.120
H 0.10 -4.13 3.80 0.115
H -0.61 -2.90 1.78 0.058
S 0.02 -2.05 -0.62 0.562
C 1.75 -2.23 -0.87 -0.677
C 2.18 -3.25 -1.72 -0.058
C 3.52 -3.40 -2.04 -0.181
C 3.91 -4.43 -2.95 -0.170
N 4.22 -5.26 -3.69 0.182
C 4.46 -2.52 -1.49 -0.184
C 4.04 -1.52 -0.62 -0.062
C 2.70 -1.35 -0.31 -0.663
S 2.27 -0.04 0.78 0.620
C 5.85 -2.61 -1.83 -0.174
N 6.97 -2.64 -2.12 0.180
H 1.45 -3.92 -2.15 0.117
H 4.78 -0.86 -0.19 0.118
C -4.17 -1.11 2.95 -0.011
N -4.37 -1.11 1.50 -0.127
C -5.68 -1.49 0.97 -0.024
C -3.38 -0.67 0.70 -0.386
N -2.29 -0.11 1.14 0.040
N -3.57 -0.85 -0.65 0.176
C -2.79 -0.33 -1.66 -0.481
N -3.28 -0.55 -2.90 0.192
N -1.71 0.33 -1.42 -0.043
H -4.93 -1.74 3.40 0.098
H -4.26 -0.10 3.37 0.109
H -3.20 -1.53 3.20 0.090
H -6.39 -1.50 1.79 0.097
H -5.66 -2.50 0.53 0.102
H -6.04 -0.77 0.24 0.100
H -2.30 0.00 2.15 0.056
H -4.34 -1.44 -0.92 0.132
H -4.04 -1.18 -3.06 0.115
H -2.65 -0.43 -3.68 0.123
H -1.30 0.65 -2.29 -0.016
C 4.30 2.14 -4.21 -0.056
N 3.01 1.55 -3.90 -0.044
C 2.52 1.41 -2.67 -0.804
N 3.20 1.92 -1.64 0.134
S 1.05 0.57 -2.44 0.675
H 4.47 2.06 -5.28 0.095
H 5.11 1.60 -3.71 0.096
H 4.34 3.19 -3.93 0.093
H 2.46 1.14 -4.63 0.121
H 4.11 2.34 -1.77 0.106
H 2.92 1.64 -0.71 -0.002
```

net charge = +1
spin multiplicity = 1
frontier orbital gap = 0.2599 Ha
max |F| = 0.514 eV/Å

---

no.,electronic energy (Ha)
1,-2735.8356
2,-1952.8664
3,-3558.6110
4,-3560.9121
5,-3526.3835
6,-3057.2196